Record 1
Below is a cluster of 2 separate species, C4H7NO2 in total at a distorted geometry, with properties calculated with ωB97M-V with the def2-TZVPD basis set.

```
14
Properties=species:S:1:pos:R:3:forces:R:3
C -1.28736 -1.29041 -1.36889 0.0 -0.1 0.0
H 0.72919 1.48521 -1.62976 0.1 0.0 0.1
H -1.94511 -1.63262 -2.17025 0.2 0.0 0.1
C 1.03621 1.02602 -0.68093 0.1 -0.3 -0.1
H -1.28891 -0.20155 -1.35621 -0.1 0.0 0.0
C 0.69091 1.06109 1.61326 0.0 0.0 0.2
O 0.38032 1.61981 0.33846 0.0 -0.1 -0.1
C 0.14246 -0.30054 1.75767 -0.4 -0.9 0.1
H 1.77532 1.05720 1.75553 -0.2 -0.1 0.1
N -0.33642 -1.34676 1.86794 0.5 1.1 0.0
H -1.65486 -1.65683 -0.41013 0.0 0.0 -0.1
O 1.80815 0.11896 -0.55349 -0.2 0.4 -0.1
H -0.26505 -1.64574 -1.51607 -0.2 0.0 -0.1
H 0.21516 1.70616 2.35288 0.1 0.0 -0.1
```
Forces are in eV/Å.

Results
lowest unoccupied orbital energy = 0.66 eV
HOMO energy = -11.409 eV
orbital gap = 12.07 eV
SMILES string = N#CCOC=O.C
charge = 0
electronic energy = -9845.7501 eV
relative energy (zero: lowest compared OMol25 entry of this formula, charge and spin) = 35.3 kcal per mole

Record 2
Below is the ion C11H13INO with charge +1 at a distorted geometry, with properties calculated with ωB97M-V with the def2-TZVPD basis set.

```
27
Properties=species:S:1:pos:R:3:forces:R:3
N 0.64561 -1.19687 0.37682 1.2 1.2 -0.3
C -1.24571 0.33960 0.19680 -1.2 1.2 1.4
C 1.07588 -2.55005 0.71997 0.9 -0.7 -1.3
H 0.75804 -3.24592 -0.05398 0.0 0.0 0.1
C -1.87669 3.10057 0.85528 2.1 -0.3 -1.5
C -0.49440 1.41945 -0.27928 -0.2 -0.1 -0.1
H 2.37582 -0.49172 -2.44511 -0.4 -1.4 0.0
I 3.19522 0.27400 0.49208 0.2 -0.2 -0.2
C 1.54425 -0.46733 -0.63164 -1.7 2.0 0.6
H -3.48622 2.18909 1.99449 1.2 0.1 -0.6
H 2.14093 -2.62378 0.90156 0.5 0.5 -0.9
H 0.99495 -1.50284 -2.27936 -5.8 -1.3 -3.3
O 1.21142 1.70045 -1.96313 -0.6 -0.1 0.6
H 0.79778 -2.85313 1.67043 -1.8 -0.4 1.7
H 0.80127 -0.61742 1.17919 -0.3 0.4 1.1
H 0.10727 3.42549 -0.18121 -1.3 -0.2 -0.2
H -2.86772 -0.04087 1.60089 -0.8 -1.2 0.4
C -2.31634 0.65889 1.05424 2.0 2.1 -1.0
C -0.73490 -1.00877 -0.08314 -0.4 -1.7 -3.5
H -2.12030 4.14619 1.07676 0.2 -0.6 0.0
C -2.57764 2.04650 1.34534 -2.3 -1.9 0.8
C -0.74414 2.73210 0.02953 0.0 1.7 1.3
H -0.67459 -1.27871 -1.25826 -0.4 0.8 2.6
H -1.32042 -1.78956 0.32204 -0.8 -0.7 0.7
H 2.33504 -2.20935 -1.70769 0.7 0.3 0.2
C 0.66290 1.11132 -1.08655 2.7 -2.3 -0.6
C 1.81272 -1.26730 -1.84608 6.1 2.7 2.1
```
Forces are in eV/Å.

Results
lowest unoccupied orbital energy = -3.73 eV
HOMO energy = -13.040 eV
orbital gap = 9.31 eV
SMILES string = C[N@@H+]1Cc2ccccc2C(=O)[C@@]1(C)I
charge = +1
electronic energy = -23247.4152 eV
relative energy (zero: lowest compared OMol25 entry of this formula, charge and spin) = 0.0 kcal per mole

Record 3
Below is a cluster of 5 separate species, C5H21NO5S in total at a distorted geometry, with properties calculated with ωB97M-V with the def2-TZVPD basis set.

```
33
Properties=species:S:1:pos:R:3:forces:R:3
H 0.72452 2.13001 1.27219 0.3 -0.4 -0.3
C 1.92339 -0.27877 0.61467 1.1 -0.2 -0.4
C 0.76518 -1.21587 0.86675 -0.1 -0.8 -0.3
N 0.45384 -1.87112 -1.53310 0.0 0.2 0.4
H 1.17432 -2.19219 1.14097 -0.1 -0.1 0.1
H -2.83108 2.06898 -1.56506 0.5 0.0 0.0
H -2.72525 1.69631 2.52511 0.2 -0.4 0.2
H 0.45443 1.49021 2.84684 0.0 0.3 0.2
C -0.19779 -1.38613 -0.31821 -0.2 0.2 1.3
H -0.24557 -1.85607 -2.26545 -0.1 -0.2 -0.1
H 2.77377 0.38316 -2.71613 0.0 0.0 0.0
H -0.61792 -0.39906 -0.46680 -0.1 0.3 -0.6
H 1.14150 1.63812 -1.76496 -0.5 0.0 -1.3
C 1.24235 1.84982 2.18904 -0.2 0.4 0.4
H -2.51470 1.47971 1.06864 0.1 -0.4 -0.1
O -2.32554 1.05086 1.92510 -0.3 0.7 0.0
H 2.83636 -0.73989 0.20885 -0.3 -0.7 0.4
H 1.75702 0.36032 -0.23651 -0.6 0.8 0.3
S 2.53548 0.59972 2.06004 -0.1 0.4 -0.6
H -2.04000 -1.86067 0.84502 0.4 0.0 0.2
H -2.99051 -2.42420 -0.94612 0.0 0.0 -0.1
C -1.33668 -2.30412 0.14131 -0.4 -0.9 -2.1
H 0.14983 -0.90320 1.71289 0.2 0.2 0.0
H -1.47739 2.06238 -0.70526 -0.1 0.1 -1.0
O 1.84812 0.53409 -2.50460 0.7 -0.8 -0.5
H 0.65032 -2.85590 -1.35841 0.3 0.1 -0.3
O -2.44570 2.01959 -0.68688 -0.3 -0.1 0.8
H 0.73685 2.25433 -0.58686 -0.9 0.8 -0.2
O 0.38162 2.20362 -1.49931 0.5 0.3 2.0
O -2.09017 -2.74031 -1.05666 0.1 0.6 0.8
H -0.90899 -3.25468 0.45889 0.1 0.1 0.7
H 1.49343 -0.32377 -2.18660 0.0 -0.3 -0.1
H 1.70494 2.78472 2.52064 -0.2 -0.3 0.4
```
Forces are in eV/Å.

Results
lowest unoccupied orbital energy = 0.59 eV
HOMO energy = -8.564 eV
orbital gap = 9.15 eV
SMILES string = CSCC[C@@H](N)CO.O.O.O.O
charge = 0
electronic energy = -28088.2982 eV
relative energy (zero: lowest compared OMol25 entry of this formula, charge and spin) = 0.4 kcal per mole

Record 4
Below is a structure of composition C16H40CeIO2P2Si2 at a distorted geometry, with properties calculated with ωB97M-V with the def2-TZVPD basis set.

```
64
Properties=species:S:1:pos:R:3:forces:R:3
H 4.74453 0.90259 0.52605 -0.3 0.0 0.0
O 0.01237 0.80009 -3.27364 -0.3 -3.8 -4.8
O -0.09061 2.85336 0.24054 0.0 -5.1 0.5
C -0.02604 0.20010 -4.27495 0.5 4.7 3.8
C 1.33627 -0.42802 5.75162 -0.4 -0.2 0.0
H -0.67370 -2.13623 5.99941 -0.3 0.1 -0.1
H 2.71814 -2.13211 3.08699 0.1 0.1 0.1
H -3.33355 -1.94093 0.67963 -0.1 0.1 -0.2
C -1.60815 -2.08918 5.43177 0.3 -0.2 -0.3
H 4.25888 0.33646 -2.01640 -0.3 0.0 0.1
C 3.48331 -1.54843 -0.06438 -0.3 -0.2 0.1
H 2.28896 -0.01972 6.11860 -0.1 0.0 -0.2
H -2.89593 1.07513 5.08982 0.4 0.0 0.0
C -0.01066 -0.21572 -5.64136 -0.2 -1.7 0.2
H 0.53744 0.09762 6.28673 0.2 -0.1 -0.2
H -4.61779 0.93001 0.67794 0.4 0.1 -0.1
H 2.93272 1.52724 -2.15756 0.1 -0.1 -0.1
H -3.49586 -0.39496 2.40546 -0.2 -0.2 0.1
Si 1.32871 -0.20144 3.86860 1.4 0.6 1.5
P 2.60560 0.06099 -0.25404 2.0 -0.1 0.0
C 3.17559 0.48413 -1.93017 -0.7 0.1 -0.5
H -0.89692 -0.86416 -5.79245 0.1 0.2 -0.1
C -3.20692 0.60545 -2.11308 0.8 0.0 -0.6
H 3.46079 -1.91049 0.97060 0.0 0.0 -0.4
H -3.36361 -2.14385 2.80679 -0.1 0.2 0.1
H -4.11223 -0.99102 3.94866 0.3 -0.1 -0.2
C -0.08693 1.69712 0.36236 0.1 6.6 -0.8
H 3.03290 -2.30345 -0.72148 0.2 0.2 0.2
C -3.59771 1.30936 0.51100 0.5 0.4 0.4
H 3.44913 1.22750 1.72606 0.3 0.1 -0.3
Ce -0.02931 -0.78073 0.61610 -0.3 -1.9 2.8
I 0.00277 -3.33897 -0.73949 -0.1 0.5 0.0
Si -1.68401 -0.79266 4.06024 -1.2 0.2 1.7
H 3.55853 2.21339 0.23393 0.1 -0.2 0.2
C 1.46160 1.65730 3.60751 -0.1 0.0 -0.2
H 0.53226 2.17214 3.88786 0.3 -0.1 0.0
H -2.42480 -1.87618 6.13498 0.1 0.0 -0.2
H 0.87178 -0.87374 -5.77342 -0.1 0.2 0.0
H 2.27073 2.03031 4.26103 -0.3 -0.1 -0.3
H -0.00305 0.59683 -6.38126 0.0 0.3 0.5
H -1.57204 1.71971 4.11246 -0.1 0.0 0.2
C 3.69617 1.20835 0.65921 -0.3 0.3 0.4
P -2.60039 0.11934 -0.46358 -2.1 -0.1 -0.2
H -3.65168 2.25628 -0.04717 0.0 -0.2 0.3
C -3.56018 -1.44091 -0.26781 0.4 -0.3 0.1
H -2.72251 -0.03761 -2.85290 -0.2 0.1 -0.1
H 3.46470 -0.59729 2.56084 0.0 -0.2 0.2
C -3.31163 -1.12177 3.20368 0.1 0.0 -0.4
H -3.10144 1.49068 1.47315 -0.4 0.2 -0.1
H 2.66725 -0.17806 -2.63683 0.2 0.1 -0.1
H 1.71297 1.94176 2.57826 0.0 0.1 0.1
H -4.29166 0.47537 -2.20020 0.2 0.0 0.3
H 0.04449 -2.04296 2.97334 0.0 0.1 -0.3
H -1.78357 -3.09116 5.01623 0.0 0.2 0.1
H -3.33346 -2.14037 -1.08059 0.0 0.2 0.1
H 1.30371 -1.48088 6.05919 0.1 0.2 -0.1
C -1.83466 0.92754 4.82569 -0.1 0.0 -0.3
H 3.59390 -1.10409 4.23767 -0.3 0.0 -0.3
H -4.62739 -1.18968 -0.28390 0.2 0.0 0.0
H -1.22623 1.05972 5.72919 -0.2 0.0 -0.3
H -2.96143 1.65167 -2.31969 0.0 -0.1 0.0
C 2.91594 -1.08864 3.36920 0.0 0.0 -0.2
H 4.52650 -1.38031 -0.35792 -0.2 -0.1 0.1
C -0.14840 -0.93981 2.99197 0.2 -0.7 -2.2
```
Forces are in eV/Å.

Results
lowest unoccupied orbital energy = -11.32 eV
HOMO energy = -17.277 eV
orbital gap = 5.96 eV
charge = +3
electronic energy = -76671.1713 eV